No. 1
This record from the OMol25 dataset describes a molecular structure, C27H41AlCl3N3O3Si. The level of theory is wB97M-V/def2-TZVPD.

Summary:
M in g mol⁻¹: 617.07
HOMO in eV: -6.1
Gap between HOMO and LUMO in hartree: 0.1727

The geometry in ORCA input format:
```
! wB97M-V def2-TZVPD RIJCOSX def2/J DEFGRID3
* xyz 0 1
C -1.7454 -2.3293 -4.5970
C -0.8476 -2.3645 -3.3666
H -1.4859 -3.1763 -5.2556
H -1.6197 -1.4239 -5.1971
H -2.8244 -2.4498 -4.3545
C -0.3051 -3.5794 -3.1476
C -0.3226 -4.7202 -4.0715
H 0.1094 -3.8795 -2.1715
H 0.1703 -4.5681 -5.0284
H -1.3261 -5.0871 -4.2826
H 0.1867 -5.5857 -3.6457
Al -1.6282 2.0489 2.1180
Cl -2.5022 2.9698 3.9048
Cl 0.8475 2.1078 -1.3567
H 1.3090 4.9504 3.6327
H -0.4193 6.6135 4.0084
C 1.1863 5.0016 2.5480
C -0.6659 6.7111 2.9473
N -0.1504 5.5164 2.2138
H 1.2784 4.0038 2.1190
C -0.9408 4.7701 1.4533
O -0.7954 3.4777 1.3385
H -1.7630 6.7950 2.8363
H -1.7666 5.2433 0.9085
H 1.9770 5.6504 2.1590
H -0.2121 7.6499 2.5958
H 2.1692 -0.6478 -2.5783
H 3.1590 -3.3599 -1.3098
C 3.1168 -0.6007 -2.0214
C 3.6925 -2.6320 -0.6879
N 3.0904 -1.3092 -0.7554
H 3.3690 0.4542 -1.8932
C 2.3722 -0.9297 0.3756
O 1.8326 0.1053 0.6292
H 3.6253 -2.9695 0.3454
H 2.3880 -1.7510 1.1177
H 3.8883 -1.0690 -2.6349
H 4.7420 -2.5928 -0.9758
O -0.4572 0.1625 -2.4798
C -1.0692 -1.2219 -2.3380
C 0.3978 -2.3839 -0.6032
C -0.8306 -1.8072 -0.9233
H 1.1707 -2.3404 -1.3443
C 0.4911 -3.1841 0.5789
H -2.1380 -0.9852 -2.3539
C -1.9589 -2.0935 -0.1823
H 1.4261 -3.6903 0.8085
C -0.6051 -3.2563 1.4179
C -1.8680 -2.8432 0.9885
H -2.9290 -1.7743 -0.5726
H -0.4971 -3.6903 2.4078
H -2.7639 -3.0654 1.5568
Si -0.2674 1.7475 -3.0819
Cl -2.9241 0.7429 1.3278
C 0.9267 2.5760 -4.3809
C -1.0717 3.6590 -2.9655
C -1.4709 1.0262 -4.4440
H 1.9384 2.1463 -4.4084
H 1.0559 3.6570 -4.1619
H 0.5257 2.5352 -5.4176
H -0.9141 0.2446 -4.9902
H -1.7325 1.7942 -5.1829
H -2.3727 0.5708 -4.0420
H -1.8452 3.7861 -2.2276
H -1.4902 4.0145 -3.9147
H -0.3269 4.4145 -2.7126
N -0.3536 0.8616 2.9166
C -0.2040 0.0582 3.7913
C -0.1654 -0.8736 4.8729
C -1.3420 -1.1991 5.5796
C -1.2731 -1.8576 6.8148
C -0.0196 -2.1715 7.3436
C 1.1147 -2.0804 6.5454
C 1.0643 -1.3675 5.3449
H -2.3013 -0.9150 5.1453
H -2.1724 -2.0824 7.3625
H 0.0658 -2.4565 8.3914
H 2.0462 -2.5298 6.8695
H 1.9513 -1.1720 4.7441
*
```

---

No. 2
This record from the OMol25 dataset describes 4 unconnected molecules or ions with the total composition C4H16O3S. The level of theory is wB97M-V/def2-TZVPD.

Summary:
Expectation value of S²: 0.7531
M in g mol⁻¹: 144.24
HOMO (spin up / spin down) in eV: -13.6 / -13.6
Gap between HOMO and LUMO (spin up / spin down) in hartree: 0.3572 / 0.1686

The geometry in ORCA input format:
```
! wB97M-V def2-TZVPD RIJCOSX def2/J DEFGRID3
* xyz 1 2
C 1.9454 0.2306 -1.8877
C 1.3814 0.5996 -0.5272
C 0.4786 -0.4698 0.0691
C -0.0266 -0.0974 1.5022
S -0.9758 -1.4191 2.1275
H 2.1426 1.1079 -2.4941
H 1.2501 -0.3931 -2.4056
H 2.7673 -0.4608 -1.8077
H 2.1800 0.9059 0.1426
H 0.7874 1.5231 -0.5752
H -0.3938 -0.5668 -0.5841
H 1.0065 -1.4303 0.1159
H 0.8735 0.2018 2.0683
H -0.6740 0.7644 1.3434
H -0.1478 -2.3863 1.6667
H -3.7223 -0.1085 -5.2417
H -4.9335 -0.3864 -4.3944
O -4.0299 -0.0531 -4.3296
H -4.6115 1.2824 1.5335
H -3.6289 2.0930 2.4109
O -4.5490 2.0199 2.1463
H 4.8245 -0.5490 2.6200
H 4.0058 -1.3167 3.7190
O 4.0503 -1.0913 2.7820
*
```

---

No. 3
This record from the OMol25 dataset describes a molecular structure, BH4In. The level of theory is wB97M-V/def2-TZVPD.

Summary:
Expectation value of S²: 0.7558
M in g mol⁻¹: 129.66
HOMO (spin up / spin down) in eV: -16.6 / -16.7
Gap between HOMO and LUMO (spin up / spin down) in hartree: 0.3992 / 0.2657

The geometry in ORCA input format:
```
! wB97M-V def2-TZVPD RIJCOSX def2/J DEFGRID3
* xyz 1 2
In 0.4110 1.0356 -2.3353
B -0.0897 -0.1889 0.4711
H -1.1230 -0.4515 0.6368
H 0.5550 -0.3766 1.3157
H 0.2659 -0.8710 -0.2856
H -0.0191 0.8524 0.1973
*
```

---

No. 4
This record from the OMol25 dataset describes 12 unconnected molecules or ions with the total composition C96H72N8O8. The level of theory is wB97M-V/def2-TZVPD.

Summary:
SMILES string: O=C1c2ccccc2C(=O)c2ccccc21.O=C1c2ccccc2C(=O)c2ccccc21.O=C1c2ccccc2C(=O)c2ccccc21.O=C1c2ccccc2C(=O)c2ccccc21.c1ccncc1.c1ccncc1.c1ccncc1.c1ccncc1.c1ccncc1.c1ccncc1.c1ccncc1.c1ccncc1
M in g mol⁻¹: 1465.68
HOMO in eV: -9.1
Gap between HOMO and LUMO in hartree: 0.2996

The geometry in ORCA input format:
```
! wB97M-V def2-TZVPD RIJCOSX def2/J DEFGRID3
* xyz 0 1
C -7.3583 3.0196 -4.9530
C -7.2758 1.9851 -4.0189
C -6.5530 2.0578 -2.8594
C -5.8592 3.2432 -2.5732
C -6.0007 4.3458 -3.4077
C -6.6983 4.2315 -4.6352
C -5.2373 5.5793 -3.1224
O -5.4366 6.6122 -3.7355
C -4.3217 5.6256 -1.9442
C -3.5267 6.7398 -1.7027
C -2.5834 6.7295 -0.6821
C -2.4787 5.6326 0.1420
C -3.2732 4.5041 -0.0427
C -4.0973 4.5023 -1.1660
C -5.0246 3.3433 -1.3367
O -5.2035 2.5169 -0.4762
H -7.9473 2.8990 -5.8466
H -7.8169 1.0852 -4.2314
H -6.5854 1.2507 -2.1576
H -6.7307 5.1432 -5.2210
H -3.7053 7.6105 -2.3781
H -2.0357 7.5896 -0.4222
H -1.7889 5.6373 1.0384
H -3.1975 3.6305 0.5833
C -0.4032 1.5333 6.8320
C 0.6306 0.7591 7.3631
C 1.8291 0.6464 6.5784
C 1.9014 1.2489 5.3347
C 0.8072 1.9507 4.8828
C -0.3406 2.1869 5.6292
C 0.7668 2.5049 3.4375
O -0.1500 3.1799 2.9864
C 2.0301 2.2585 2.6545
C 2.0380 2.6586 1.3107
C 3.1224 2.4352 0.4961
C 4.2836 1.8320 0.9847
C 4.2669 1.3658 2.2790
C 3.1428 1.5844 3.1474
C 3.1605 1.1204 4.5631
O 4.1715 0.6908 5.1013
H -1.2819 1.7601 7.4059
H 0.5166 0.3688 8.3867
H 2.6321 -0.0376 6.8912
H -1.1828 2.8098 5.2827
H 1.2129 3.2080 0.9221
H 3.0796 2.9330 -0.4555
H 5.1633 1.7924 0.3654
H 5.2041 0.9110 2.6680
C -3.0205 6.6021 -6.4104
C -2.0700 6.3825 -5.4497
C -2.0275 5.2090 -4.6904
C -2.8301 4.1276 -5.0784
C -3.7603 4.3150 -6.1317
C -3.8341 5.5779 -6.7817
C -4.5809 3.1713 -6.6439
O -5.3865 3.3409 -7.4963
C -4.2903 1.8093 -5.9882
C -4.8808 0.6513 -6.5028
C -4.5496 -0.6320 -5.9628
C -3.7057 -0.7536 -4.8611
C -3.1968 0.4277 -4.3327
C -3.4393 1.6820 -4.8851
C -2.6964 2.8225 -4.2443
O -2.0876 2.6699 -3.2078
H -3.1872 7.5581 -6.9328
H -1.2797 7.0880 -5.2004
H -1.3243 5.1213 -3.8468
H -4.5006 5.6824 -7.6087
H -5.5160 0.7123 -7.3860
H -4.9892 -1.4808 -6.4128
H -3.4681 -1.7290 -4.4713
H -2.4887 0.3686 -3.4954
C 4.1740 -2.2301 0.6900
C 3.9457 -2.5630 2.0247
C 2.7417 -2.2082 2.6164
C 1.7486 -1.5150 1.9302
C 2.0257 -1.1194 0.6245
C 3.2817 -1.4408 -0.0369
C 1.0149 -0.2747 -0.1359
O 1.2996 0.2167 -1.2265
C -0.2638 0.0605 0.5613
C -1.2719 0.6353 -0.1833
C -2.5486 0.7501 0.3447
C -2.7770 0.3710 1.6355
C -1.7314 -0.1674 2.3926
C -0.4861 -0.4247 1.8363
C 0.5447 -1.1675 2.6677
O 0.3444 -1.4020 3.8489
H 5.1277 -2.4287 0.2158
H 4.6864 -3.0876 2.6430
H 2.5665 -2.4117 3.6627
H 3.4045 -1.0974 -1.0406
H -1.0242 0.9555 -1.1991
H -3.3302 1.2317 -0.2307
H -3.7556 0.5195 2.0755
H -2.0129 -0.5291 3.4036
N 5.0425 -3.6719 4.9561
C 4.5907 -4.6542 5.7641
C 4.7420 -4.5723 7.1501
C 5.2051 -3.4168 7.7679
C 5.5733 -2.3795 6.9364
C 5.5875 -2.6240 5.5635
H 4.1770 -5.5582 5.2630
H 4.4425 -5.4169 7.7569
H 5.2036 -3.4099 8.8604
H 5.7252 -1.3529 7.2425
H 5.9018 -1.8080 4.8965
N 6.1008 1.3062 -2.1630
C 7.0278 0.9049 -3.0010
C 6.7343 0.0881 -4.0949
C 5.4433 -0.4438 -4.2054
C 4.5062 -0.0608 -3.2900
C 4.8645 0.8030 -2.2713
H 7.9728 1.3949 -2.9113
H 7.5315 -0.1199 -4.8042
H 5.2862 -1.2347 -4.9318
H 3.5047 -0.4877 -3.3388
H 4.1520 1.3159 -1.6007
N 6.7981 -3.9926 0.1613
C 6.1141 -5.1046 0.3445
C 6.3315 -6.2156 -0.4104
C 7.5255 -6.3140 -1.2152
C 8.2685 -5.1516 -1.4059
C 7.8894 -4.0127 -0.6542
H 5.2064 -5.0859 0.9335
H 5.6628 -7.0300 -0.1810
H 7.8361 -7.2828 -1.6204
H 9.1392 -5.1593 -2.0889
H 8.4971 -3.1186 -0.7278
N -3.7155 -2.9834 1.7666
C -3.5743 -2.7911 0.4740
C -4.4729 -2.1313 -0.2665
C -5.6361 -1.6067 0.3638
C -5.7226 -1.7595 1.7239
C -4.7781 -2.5399 2.4242
H -2.7001 -3.2649 0.0727
H -4.2853 -1.9558 -1.3356
H -6.4189 -0.9909 -0.2104
H -6.5578 -1.3637 2.3032
H -4.9099 -2.7331 3.4714
N 0.2293 5.3961 -1.5304
C 1.3713 5.9677 -1.8938
C 2.2903 5.2006 -2.7166
C 2.0434 3.8262 -3.0713
C 0.8811 3.2122 -2.4905
C 0.0542 4.0917 -1.7616
H 1.5750 7.0022 -1.6513
H 3.1570 5.7304 -3.2125
H 2.8036 3.3273 -3.6565
H 0.5330 2.1693 -2.5172
H -0.8858 3.6972 -1.3573
N -1.9251 -2.7986 -3.1122
C -2.0772 -4.0627 -3.5005
C -1.1442 -5.0293 -3.2777
C -0.0447 -4.7413 -2.4927
C 0.0713 -3.4446 -2.0108
C -0.8662 -2.5209 -2.3529
H -2.9113 -4.2844 -4.1660
H -1.1535 -5.9879 -3.7872
H 0.7418 -5.4810 -2.3291
H 0.9210 -3.2650 -1.3563
H -0.7109 -1.4797 -2.0818
N -5.0785 -1.7493 6.4710
C -4.1686 -2.6338 6.1138
C -2.8293 -2.3619 5.8996
C -2.3785 -1.1269 6.1000
C -3.3057 -0.1847 6.5503
C -4.6510 -0.5266 6.7636
H -4.6342 -3.5429 5.8477
H -2.1861 -3.0708 5.3668
H -1.4024 -0.8785 5.8050
H -3.1010 0.8767 6.6919
H -5.3256 0.2842 7.0244
N 2.7299 -6.1235 -0.3084
C 3.0064 -7.3662 0.0383
C 2.8810 -7.8344 1.4097
C 2.4497 -6.8683 2.3392
C 2.0270 -5.6041 1.9199
C 2.2916 -5.2510 0.5849
H 3.3230 -8.0673 -0.7417
H 3.2288 -8.8254 1.7434
H 2.3872 -7.2004 3.3591
H 1.5044 -4.8987 2.5847
H 2.0067 -4.1981 0.2978
*
```

---

No. 5
This record from the OMol25 dataset describes a molecular structure, C61H54Cl4MoN6O4SbSi3. The level of theory is wB97M-V/def2-TZVPD.

Summary:
M in g mol⁻¹: 1378.91
HOMO (spin up / spin down) in eV: -4.9 / -4.9
Gap between HOMO and LUMO (spin up / spin down) in hartree: 0.1828 / 0.1828

The geometry in ORCA input format:
```
! wB97M-V def2-TZVPD RIJCOSX def2/J DEFGRID3
* xyz -1 1
Mo 0.0638 0.8992 0.5317
Cl -8.8316 0.2370 3.9811
C -7.2227 0.3561 3.3363
C -6.1515 -0.0636 4.1109
C -4.8703 0.0477 3.5992
C -4.6515 0.5802 2.3292
C -5.7389 0.9882 1.5663
C -7.0285 0.8691 2.0664
C -3.2435 0.7053 1.8584
C -2.6397 1.9427 1.9479
C -3.2942 3.1252 2.4142
C -2.3610 4.1070 2.4361
C -1.1282 3.5273 1.9892
C 0.0774 4.2142 1.9176
C 0.1000 5.6621 2.2391
C 0.8089 6.1099 3.3544
C 0.8684 7.4582 3.6650
C 0.2209 8.3670 2.8429
Cl 0.3081 10.0633 3.2154
C -0.4858 7.9469 1.7291
C -0.5507 6.5931 1.4345
C 1.2969 3.5937 1.6302
N 1.5107 2.2419 1.5740
C 2.8841 2.0968 1.4966
C 3.5354 0.8945 1.7022
C 4.9896 0.9085 1.9745
C 5.5152 1.7542 2.9538
C 6.8696 1.7648 3.2408
C 7.7184 0.9243 2.5398
Cl 9.4192 0.9352 2.8920
C 7.2259 0.0747 1.5633
C 5.8683 0.0708 1.2886
C 2.8511 -0.3156 1.7890
C 3.4438 -1.4860 2.3277
C 2.5208 -2.4789 2.2417
C 1.3565 -1.9132 1.6457
N 1.5332 -0.5741 1.4134
C 0.1945 -2.6519 1.3957
C -1.0387 -2.0087 1.2326
C -2.3016 -2.6664 1.1918
C -3.2538 -1.7108 1.4018
C -2.5838 -0.4708 1.5135
N -1.2101 -0.6445 1.3217
C 0.2531 -4.1128 1.6430
C -0.5549 -4.7143 2.6104
C -0.4627 -6.0688 2.8852
C 0.4511 -6.8422 2.1892
Cl 0.5592 -8.5450 2.5170
C 1.2793 -6.2725 1.2368
C 1.1773 -4.9173 0.9757
C 3.5090 3.3663 1.3510
C 2.5248 4.3006 1.4416
N -1.3100 2.2088 1.6813
H -6.3162 -0.4655 5.1011
H -4.0227 -0.2751 4.1911
H -5.5905 1.3761 0.5638
H -7.8720 1.1770 1.4641
H -4.3344 3.1872 2.6868
H -2.4816 5.1326 2.7414
H 1.3136 5.3878 3.9837
H 1.4122 7.8065 4.5326
H -0.9722 8.6746 1.0939
H -1.0805 6.2405 0.5569
H 4.8492 2.3952 3.5150
H 7.2610 2.4142 4.0120
H 7.9024 -0.5776 1.0283
H 5.4833 -0.5810 0.5141
H 4.4250 -1.5442 2.7664
H 2.6132 -3.4986 2.5724
H -2.4479 -3.7229 1.0483
H -4.3231 -1.8362 1.4515
H -1.2537 -4.1097 3.1725
H -1.0835 -6.5152 3.6502
H 1.9938 -6.8885 0.7074
H 1.8232 -4.4631 0.2348
H 4.5584 3.5268 1.1687
H 2.6195 5.3706 1.3712
O -6.4936 1.0398 -1.8352
C -5.6412 1.6235 -2.5295
O -5.7100 2.3533 -3.5241
C -4.1976 1.3958 -1.9913
C -3.7562 0.1157 -1.6714
C -2.4979 -0.0746 -1.1483
N -1.6745 0.9399 -0.8312
C -2.0965 2.1744 -1.1737
C -3.3058 2.4387 -1.7743
C -1.0818 3.2385 -0.9058
O -1.2951 4.4153 -1.1046
O 0.0353 2.7292 -0.4886
H -4.4067 -0.7337 -1.8300
H -2.1455 -1.0799 -0.9624
H -3.5408 3.4608 -2.0374
C -0.6030 -4.0229 -4.5049
Si -1.0598 -3.4300 -2.7608
C -0.9757 -4.9750 -1.6689
C -2.8836 -2.9163 -2.8292
Sb 0.5407 -1.4690 -1.9180
Si 2.9222 -2.4190 -2.6422
C 4.2060 -1.1285 -3.1550
C 2.8483 -3.6621 -4.0813
C 3.6859 -3.3914 -1.2009
Si 0.1790 -0.0178 -4.0887
C 1.1875 -0.7298 -5.5336
C -1.6206 -0.1168 -4.6687
C 0.6870 1.7830 -3.9087
H -1.2173 -4.8851 -4.7772
H 0.4425 -4.3264 -4.5630
H -0.7683 -3.2448 -5.2533
H -1.7250 -5.7031 -1.9909
H -1.1702 -4.7437 -0.6222
H 0.0054 -5.4500 -1.7266
H -3.4334 -3.5717 -3.5085
H -3.0034 -1.8952 -3.1917
H -3.3579 -2.9819 -1.8468
H 3.9226 -0.6014 -4.0655
H 5.1747 -1.6046 -3.3304
H 4.3145 -0.3759 -2.3800
H 2.3289 -3.2541 -4.9489
H 2.3579 -4.5948 -3.7952
H 3.8683 -3.9058 -4.3899
H 3.3404 -3.0325 -0.2327
H 4.7734 -3.2811 -1.2224
H 3.4618 -4.4579 -1.2779
H 0.8541 -1.7352 -5.7998
H 2.2495 -0.7776 -5.2993
H 1.0706 -0.0925 -6.4137
H -1.9000 -1.1399 -4.9290
H -1.7509 0.4984 -5.5622
H -2.3239 0.2493 -3.9180
H 1.7634 1.8741 -3.7700
H 0.2203 2.2579 -3.0473
H 0.4000 2.3436 -4.8021
N 2.6050 1.2115 -1.3975
C 1.6938 0.9902 -0.7246
*
```

---

No. 6
This record from the OMol25 dataset describes 2 unconnected molecules or ions with the total composition C15H28BFIN4O5. The level of theory is wB97M-V/def2-TZVPD.

Summary:
M in g mol⁻¹: 501.13
HOMO in eV: -12.4
Gap between HOMO and LUMO in hartree: 0.3207

The geometry in ORCA input format:
```
! wB97M-V def2-TZVPD RIJCOSX def2/J DEFGRID3
* xyz 1 1
C -4.0066 -1.0230 1.7617
C -2.3512 -1.1548 1.6127
C -1.8529 -1.0130 0.0251
C -1.3845 0.5188 -0.3382
C 0.2160 0.8106 -0.1358
C 0.4151 2.4382 -0.1886
C -0.3159 3.2590 1.0401
O 0.1828 3.3456 2.2975
I -2.2271 4.3667 0.7261
C 0.9430 0.2780 1.2357
N 1.6204 -1.0466 0.8256
B 2.9366 -1.0793 1.5839
O 4.2596 -1.0758 0.8949
N 2.8185 -1.1679 3.1252
C 1.9150 -2.4033 3.3234
C 4.1320 -1.5751 3.7549
C 1.6680 -1.0767 -0.6858
N 1.9751 -2.0669 -1.5870
C 2.3834 -3.4523 -1.0984
N 1.2191 0.2927 -1.1501
H -4.3161 -1.7969 2.5982
H -4.5259 -1.2070 0.7254
H -4.2570 0.0809 2.1298
H -1.9104 -0.2732 2.2796
H -1.9619 -2.1755 2.0550
H -2.7790 -1.3504 -0.6345
H -1.0235 -1.8293 -0.1420
H -2.0913 1.2379 0.3009
H -1.7157 0.7100 -1.4691
H 0.0930 2.9274 -1.2025
H 1.5814 2.6394 -0.0666
H 0.2572 -0.0501 2.1330
H 1.6130 1.1032 1.7303
H 4.7661 -0.2311 1.0785
H 2.0343 -3.1440 2.3986
H 2.2659 -3.0441 4.2668
H 0.7819 -2.1056 3.4269
H 5.0171 -0.8384 3.5478
H 4.3707 -2.6892 3.4027
H 3.9914 -1.6627 4.9370
H 1.9247 -1.8694 -2.6318
H 1.9106 -3.6549 -0.0402
H 2.1356 -4.3037 -1.8706
H 3.5623 -3.4031 -0.9228
H 1.9741 0.9403 -1.4661
C -2.3927 3.4451 -3.6870
C -3.5014 3.4480 -4.6833
O -3.2028 2.3473 -5.5116
C -2.5339 1.4716 -4.7102
O -2.3506 0.2969 -4.9831
O -2.0996 2.0684 -3.5584
F -3.4692 4.5696 -5.4374
H -1.5021 3.9741 -4.0426
H -2.6949 3.8730 -2.7272
H -4.4976 3.3206 -4.2465
*
```

---

Question: Among the records above, which one has the highest M?
Answer: C96H72N8O8